Entry 1:
{
  "formula": "C30H31BF2O2S",
  "method": "ωB97M-V/def2-TZVPD",
  "e_tot_ha": -1935.10463,
  "e_homo_ev": -7.824,
  "orbital_gap_ev": 8.1,
  "smiles": "CC1(C)OB(C(c2ccc(F)cc2)c2ccc(F)cc2)OC1(C)C.Cc1ccc(-c2ccccc2)s1",
  "symbols": ["F", "C", "C", "C", "C", "C", "C", "C", "C", "C", "F", "C", "C", "C", "C", "H", "H", "H", "H", "H", "H", "H", "H", "H", "C", "C", "C", "C", "C", "B", "C", "C", "C", "C", "C", "C", "O", "C", "C", "C", "C", "C", "C", "O", "S", "H", "H", "H", "H", "H", "H", "H", "H", "H", "H", "H", "H", "H", "H", "H", "H", "H", "H", "H", "H", "H", "H"],
  "xyz": [[0.654, 5.957, -0.954], [0.452, 4.625, -0.693], [0.578, 4.182, 0.620], [0.311, 2.838, 0.887], [-0.050, 1.939, -0.131], [-0.450, 0.510, 0.185], [-1.287, 0.477, 1.455], [-0.964, -0.215, 2.623], [-1.734, -0.028, 3.776], [-2.845, 0.807, 3.707], [-3.615, 0.974, 4.833], [-3.226, 1.469, 2.545], [-2.481, 1.220, 1.402], [-0.082, 2.420, -1.443], [0.102, 3.775, -1.734], [0.856, 4.863, 1.418], [0.364, 2.468, 1.911], [0.391, -0.193, 0.162], [-0.113, -0.903, 2.611], [-1.480, -0.530, 4.708], [-4.084, 2.137, 2.516], [-2.790, 1.660, 0.448], [-0.289, 1.728, -2.253], [-0.021, 4.162, -2.739], [3.194, -4.553, -0.076], [3.011, -3.085, 0.033], [3.269, -2.148, -0.953], [3.161, -0.811, -0.483], [2.919, -0.722, 0.882], [-1.729, -0.026, -0.834], [3.002, 0.450, 1.710], [2.633, 0.389, 3.071], [2.693, 1.523, 3.870], [3.202, 2.721, 3.341], [3.560, 2.799, 1.991], [3.441, 1.687, 1.169], [-2.139, 0.367, -2.064], [-2.154, -0.869, -2.838], [-3.312, -0.772, -3.801], [-0.849, -0.949, -3.613], [-2.241, -2.024, -1.743], [-3.657, -2.520, -1.488], [-1.331, -3.235, -1.926], [-1.824, -1.379, -0.531], [2.533, -2.325, 1.504], [3.609, -4.798, -1.059], [3.882, -4.903, 0.708], [2.245, -5.093, 0.055], [3.568, -2.428, -1.959], [3.312, 0.072, -1.103], [2.286, -0.566, 3.488], [2.340, 1.470, 4.907], [3.287, 3.597, 3.976], [3.907, 3.742, 1.570], [3.680, 1.751, 0.111], [-3.336, -1.654, -4.454], [-4.271, -0.662, -3.285], [-3.171, 0.111, -4.439], [-0.837, -1.866, -4.217], [-0.768, -0.081, -4.281], [0.018, -0.940, -2.935], [-3.980, -3.141, -2.331], [-3.674, -3.133, -0.580], [-4.364, -1.693, -1.357], [-1.646, -3.824, -2.797], [-0.283, -2.957, -2.071], [-1.378, -3.864, -1.026]]
}


Entry 2:
{
  "formula": "C30H31BrIrN6O3",
  "method": "ωB97M-V/def2-TZVPD",
  "e_tot_ha": -4393.81380,
  "e_homo_ev": [-12.987, -12.884],
  "orbital_gap_ev": [6.7, 4.6],
  "charge": 2,
  "spin_multiplicity": 2,
  "symbols": ["Ir", "C", "O", "C", "C", "C", "C", "C", "C", "N", "C", "N", "C", "C", "C", "C", "C", "C", "O", "C", "N", "C", "C", "C", "C", "C", "C", "O", "C", "H", "H", "H", "H", "H", "H", "H", "H", "H", "H", "H", "H", "H", "H", "H", "H", "H", "H", "H", "H", "H", "H", "N", "C", "C", "C", "N", "H", "H", "H", "H", "C", "C", "C", "N", "C", "C", "H", "H", "H", "H", "H", "Br"],
  "xyz": [[-0.195, -2.521, -0.350], [-0.584, 5.012, -2.659], [-0.162, 3.837, -1.963], [0.969, 3.918, -1.218], [1.718, 5.063, -1.012], [2.841, 5.015, -0.192], [3.204, 3.839, 0.436], [2.456, 2.684, 0.235], [1.358, 2.712, -0.611], [0.511, 1.610, -0.890], [0.703, 0.311, -0.627], [2.010, -0.111, -0.746], [2.561, -1.319, -0.520], [1.767, -2.469, -0.273], [2.455, -3.649, -0.064], [3.850, -3.702, -0.132], [4.636, -2.577, -0.403], [4.006, -1.376, -0.603], [4.570, -0.204, -0.870], [6.006, -0.144, -0.983], [-0.297, -0.501, -0.380], [-1.592, 0.069, -0.172], [-2.705, -0.711, -0.777], [-4.173, -0.220, -0.680], [-4.318, 0.915, 0.277], [-3.280, 1.460, 0.919], [-1.884, 1.026, 0.733], [-0.882, 1.570, 1.456], [-1.116, 2.712, 2.294], [-1.474, 4.729, -3.211], [0.188, 5.344, -3.353], [-0.825, 5.811, -1.956], [1.436, 5.994, -1.482], [3.423, 5.914, -0.042], [4.058, 3.813, 1.098], [2.723, 1.787, 0.779], [-0.427, 1.872, -1.171], [2.659, 0.612, -1.045], [1.911, -4.572, 0.107], [4.351, -4.651, 0.009], [5.710, -2.667, -0.457], [6.242, 0.897, -1.169], [6.337, -0.761, -1.817], [6.465, -0.473, -0.051], [-2.446, -1.039, -1.784], [-4.647, 0.011, -1.636], [-5.303, 1.344, 0.415], [-3.456, 2.296, 1.578], [-0.147, 2.954, 2.719], [-1.820, 2.476, 3.091], [-1.474, 3.556, 1.704], [-0.466, -3.591, 2.469], [-0.509, -3.321, 3.784], [-0.383, -1.958, 3.921], [-0.268, -1.469, 2.617], [-0.321, -2.469, 1.741], [-0.558, -4.487, 2.018], [-0.627, -4.107, 4.510], [-0.375, -1.396, 4.838], [-0.151, -0.453, 2.276], [-5.143, -2.593, -1.129], [-4.575, -1.641, -0.129], [-3.078, -1.908, 0.106], [-2.391, -3.076, -0.406], [-3.022, -3.811, -1.242], [-4.420, -3.601, -1.626], [-6.180, -2.476, -1.421], [-5.196, -1.607, 0.767], [-2.788, -1.758, 1.145], [-2.477, -4.616, -1.723], [-4.842, -4.297, -2.337], [-0.146, -2.863, -2.729]]
}


Entry 3:
{
  "formula": "C30H31Cl2FeN3O2Se",
  "method": "ωB97M-V/def2-TZVPD",
  "e_tot_ha": -6061.88282,
  "e_homo_ev": [-10.889, -10.992],
  "orbital_gap_ev": [7.7, 6.2],
  "charge": 1,
  "spin_multiplicity": 6,
  "symbols": ["Fe", "Cl", "C", "C", "C", "Cl", "C", "O", "C", "C", "O", "C", "H", "H", "H", "C", "C", "C", "C", "C", "C", "C", "C", "N", "H", "H", "H", "H", "H", "H", "C", "C", "C", "C", "N", "C", "Se", "N", "C", "C", "C", "C", "C", "C", "C", "C", "C", "C", "H", "H", "H", "H", "H", "H", "H", "H", "H", "H", "H", "H", "H", "H", "H", "H", "H", "H", "H", "H", "H", "H"],
  "xyz": [[-1.292, -1.819, 0.597], [-7.529, 1.737, -0.878], [-5.951, 1.051, -0.745], [-4.920, 1.559, -1.555], [-3.656, 1.042, -1.481], [-2.405, 1.695, -2.475], [-3.326, -0.026, -0.599], [-2.131, -0.503, -0.568], [-4.389, -0.505, 0.224], [-4.180, -1.541, 1.175], [-3.103, -2.112, 1.429], [-5.693, 0.034, 0.128], [-5.130, 2.362, -2.248], [-5.058, -1.876, 1.740], [-6.481, -0.370, 0.749], [-0.591, -3.317, 2.916], [-0.501, -3.964, 1.679], [0.700, -3.905, 0.903], [0.815, -4.591, -0.282], [-0.266, -5.344, -0.764], [-1.471, -5.389, -0.047], [-1.593, -4.711, 1.141], [-0.139, -6.059, -1.991], [-0.033, -6.625, -2.984], [0.274, -2.834, 3.348], [-1.494, -3.372, 3.504], [1.538, -3.334, 1.280], [1.738, -4.561, -0.844], [-2.300, -5.963, -0.437], [-2.516, -4.756, 1.701], [3.503, -1.640, -0.747], [3.440, -0.356, -1.565], [2.256, -0.310, -2.526], [0.888, -0.236, -1.850], [0.741, 0.949, -1.016], [0.616, 1.011, 0.321], [0.508, -0.439, 1.511], [0.557, 2.300, 0.703], [0.492, 2.823, 2.064], [1.746, 3.610, 2.439], [3.049, 2.823, 2.344], [3.164, 1.706, 3.372], [0.608, 3.098, -0.430], [0.517, 4.476, -0.594], [0.567, 4.951, -1.887], [0.695, 4.090, -2.984], [0.775, 2.722, -2.825], [0.731, 2.241, -1.521], [4.457, -1.725, -0.229], [3.402, -2.513, -1.395], [2.716, -1.680, 0.008], [4.355, -0.260, -2.152], [3.413, 0.515, -0.903], [2.258, -1.211, -3.145], [2.368, 0.534, -3.209], [0.726, -1.107, -1.211], [0.080, -0.208, -2.585], [0.335, 1.975, 2.730], [-0.394, 3.461, 2.121], [1.607, 3.963, 3.464], [1.814, 4.501, 1.813], [3.873, 3.524, 2.487], [3.167, 2.423, 1.331], [2.968, 2.085, 4.376], [4.166, 1.280, 3.371], [2.465, 0.893, 3.178], [0.394, 5.146, 0.243], [0.499, 6.015, -2.061], [0.720, 4.507, -3.980], [0.839, 2.063, -3.677]]
}


Q: Which formula does entry 3 have?
A: C30H31Cl2FeN3O2Se


What did the first record say?
{
  "formula": "C30H31BF2O2S",
  "method": "ωB97M-V/def2-TZVPD",
  "e_tot_ha": -1935.10463,
  "e_homo_ev": -7.824,
  "orbital_gap_ev": 8.1,
  "smiles": "CC1(C)OB(C(c2ccc(F)cc2)c2ccc(F)cc2)OC1(C)C.Cc1ccc(-c2ccccc2)s1",
  "symbols": ["F", "C", "C", "C", "C", "C", "C", "C", "C", "C", "F", "C", "C", "C", "C", "H", "H", "H", "H", "H", "H", "H", "H", "H", "C", "C", "C", "C", "C", "B", "C", "C", "C", "C", "C", "C", "O", "C", "C", "C", "C", "C", "C", "O", "S", "H", "H", "H", "H", "H", "H", "H", "H", "H", "H", "H", "H", "H", "H", "H", "H", "H", "H", "H", "H", "H", "H"],
  "xyz": [[0.654, 5.957, -0.954], [0.452, 4.625, -0.693], [0.578, 4.182, 0.620], [0.311, 2.838, 0.887], [-0.050, 1.939, -0.131], [-0.450, 0.510, 0.185], [-1.287, 0.477, 1.455], [-0.964, -0.215, 2.623], [-1.734, -0.028, 3.776], [-2.845, 0.807, 3.707], [-3.615, 0.974, 4.833], [-3.226, 1.469, 2.545], [-2.481, 1.220, 1.402], [-0.082, 2.420, -1.443], [0.102, 3.775, -1.734], [0.856, 4.863, 1.418], [0.364, 2.468, 1.911], [0.391, -0.193, 0.162], [-0.113, -0.903, 2.611], [-1.480, -0.530, 4.708], [-4.084, 2.137, 2.516], [-2.790, 1.660, 0.448], [-0.289, 1.728, -2.253], [-0.021, 4.162, -2.739], [3.194, -4.553, -0.076], [3.011, -3.085, 0.033], [3.269, -2.148, -0.953], [3.161, -0.811, -0.483], [2.919, -0.722, 0.882], [-1.729, -0.026, -0.834], [3.002, 0.450, 1.710], [2.633, 0.389, 3.071], [2.693, 1.523, 3.870], [3.202, 2.721, 3.341], [3.560, 2.799, 1.991], [3.441, 1.687, 1.169], [-2.139, 0.367, -2.064], [-2.154, -0.869, -2.838], [-3.312, -0.772, -3.801], [-0.849, -0.949, -3.613], [-2.241, -2.024, -1.743], [-3.657, -2.520, -1.488], [-1.331, -3.235, -1.926], [-1.824, -1.379, -0.531], [2.533, -2.325, 1.504], [3.609, -4.798, -1.059], [3.882, -4.903, 0.708], [2.245, -5.093, 0.055], [3.568, -2.428, -1.959], [3.312, 0.072, -1.103], [2.286, -0.566, 3.488], [2.340, 1.470, 4.907], [3.287, 3.597, 3.976], [3.907, 3.742, 1.570], [3.680, 1.751, 0.111], [-3.336, -1.654, -4.454], [-4.271, -0.662, -3.285], [-3.171, 0.111, -4.439], [-0.837, -1.866, -4.217], [-0.768, -0.081, -4.281], [0.018, -0.940, -2.935], [-3.980, -3.141, -2.331], [-3.674, -3.133, -0.580], [-4.364, -1.693, -1.357], [-1.646, -3.824, -2.797], [-0.283, -2.957, -2.071], [-1.378, -3.864, -1.026]]
}